1.
ORCA calculation (the ωB97M-V functional and the def2-TZVPD basis) on one molecule with the formula C12H18S in a non-equilibrium geometry.

Its expectation value of S² is 2.01. As for the net charge: 0. As for the LUMO energy (spin up / spin down): 0.73 / -1.65 eV. As for the spin multiplicity: 3. As for the energy above the lowest of the compared OMol25 structures with the same formula, charge and spin: 6.8 kcal/mol. The HOMO energy (spin up / spin down) comes out at -5.4 / -8.9 eV.

Positions of all 31 atoms, in Å:
1 C -3.37 -1.58 1.23
2 C -4.06 -0.35 0.78
3 C -2.06 -1.56 0.83
4 C -1.65 -0.41 -0.07
5 C -3.17 0.46 0.14
6 C -0.53 -1.10 -1.34
7 C -0.78 -2.53 -1.71
8 C 2.69 0.81 1.75
9 C 0.39 -0.27 -1.81
10 C 1.36 0.99 0.91
11 C 0.59 1.16 -1.57
12 C 1.60 1.57 -0.51
13 S -3.24 2.23 -0.40
14 H -4.05 -2.28 1.67
15 H -5.12 -0.12 0.79
16 H -1.35 -2.25 1.30
17 H -0.99 0.15 0.52
18 H -0.55 -2.67 -2.75
19 H -1.79 -2.72 -1.55
20 H -0.22 -3.15 -0.89
21 H 3.10 1.73 2.05
22 H 2.59 0.17 2.71
23 H 3.42 0.25 1.14
24 H -4.39 2.31 0.29
25 H 1.17 -0.62 -2.49
26 H 0.52 1.49 1.29
27 H 0.97 -0.09 0.85
28 H -0.46 1.58 -1.46
29 H 0.88 1.53 -2.60
30 H 1.52 2.63 -0.32
31 H 2.56 1.31 -0.89


2.
ORCA calculation (the ωB97M-V functional and the def2-TZVPD basis) on C12H19AlO7 as an isolated structure in a non-equilibrium geometry.

As for the net charge: +2. As for the LUMO energy: -13.33 eV. As for the spin multiplicity: 1. As for the energy above the lowest of the compared OMol25 structures with the same formula, charge and spin: 17.7 kcal/mol. The HOMO energy comes out at -16.4 eV.

Positions of all 39 atoms, in Å:
1 Al 3.39 0.16 -0.25
2 O 0.71 -0.56 -0.14
3 H 0.20 -0.08 0.55
4 O 2.02 2.13 1.57
5 C 1.37 1.74 2.53
6 O 0.60 0.68 2.43
7 C -0.14 0.40 3.65
8 C -0.10 1.73 4.41
9 C 1.13 2.43 3.86
10 H 0.31 -0.46 4.14
11 H -1.17 0.10 3.44
12 H -0.05 1.61 5.49
13 H -1.01 2.32 4.30
14 H 2.07 2.16 4.35
15 H 1.04 3.51 3.75
16 O 1.75 1.85 -1.94
17 C 0.57 1.96 -2.10
18 O -0.10 1.22 -3.05
19 C -1.48 1.45 -2.85
20 C -1.72 2.08 -1.50
21 C -0.38 2.86 -1.36
22 H -2.07 0.53 -2.91
23 H -1.76 2.17 -3.63
24 H -1.84 1.31 -0.73
25 H -2.58 2.74 -1.46
26 H -0.09 2.83 -0.30
27 H -0.22 3.88 -1.71
28 O -1.55 -4.34 -3.66
29 C -1.02 -3.88 -2.71
30 O -1.49 -3.95 -1.45
31 C -0.53 -3.32 -0.60
32 C 0.82 -3.66 -1.20
33 C 0.46 -3.39 -2.66
34 H -0.67 -3.80 0.38
35 H -0.64 -2.23 -0.36
36 H 0.97 -4.70 -0.90
37 H 1.73 -3.12 -0.96
38 H 1.06 -3.99 -3.35
39 H 0.41 -2.36 -3.03